[1]
{"formula": "C17H48N2O19", "method": "ωB97M-V with the def2-TZVPD basis set", "total_energy_ev": -60280.7776, "e_lumo_ev": 0.15, "mol_weight_g_mol": 584.6, "gap_ev": 10.08, "de_lowest_kcal_mol": 0.0, "smiles": "C[N+](=O)[O-].C[N+](=O)[O-].COC(=O)OC.COC(=O)OC.COC(=O)OC.CO.CO.CO.CO.CO.CO", "symbols": ["C", "N", "O", "O", "H", "H", "H", "C", "N", "O", "O", "H", "H", "H", "C", "O", "C", "O", "O", "C", "H", "H", "H", "H", "H", "H", "C", "O", "C", "O", "O", "C", "H", "H", "H", "H", "H", "H", "C", "O", "C", "O", "O", "C", "H", "H", "H", "H", "H", "H", "C", "O", "H", "H", "H", "H", "C", "O", "H", "H", "H", "H", "C", "O", "H", "H", "H", "H", "C", "O", "H", "H", "H", "H", "C", "O", "H", "H", "H", "H", "C", "O", "H", "H", "H", "H"], "positions_angstrom": [[-1.48917, 0.21065, 0.24341], [-0.29779, 0.79280, -0.39152], [0.37405, 0.09500, -1.12924], [-0.00259, 1.92631, -0.08210], [-1.16920, -0.20578, 1.19844], [-1.93883, -0.51546, -0.42658], [-2.12042, 1.06814, 0.45747], [-1.89290, 4.88330, 1.84240], [-2.84341, 3.92558, 1.21632], [-3.89110, 3.73519, 1.78770], [-2.50433, 3.33235, 0.21668], [-1.25001, 4.31164, 2.50267], [-2.55860, 5.51398, 2.42933], [-1.41715, 5.50933, 1.09710], [-0.79900, -3.59770, -0.01659], [-0.25564, -4.34751, 1.07429], [-0.91464, -4.35744, 2.22114], [-1.95862, -3.80217, 2.44875], [-0.21189, -5.10465, 3.07595], [-0.63733, -5.05603, 4.45716], [-1.88729, -3.61510, 0.03098], [-0.44871, -4.06383, -0.93013], [-0.47337, -2.56311, 0.07387], [-0.38734, -4.08412, 4.86686], [-0.18117, -5.96189, 4.85106], [-1.70406, -5.28429, 4.50710], [1.28740, -1.61205, 3.19544], [1.36533, -0.38203, 2.49280], [2.41655, -0.20536, 1.70280], [3.29825, -0.99504, 1.47992], [2.42283, 1.06235, 1.30243], [3.32736, 1.48361, 0.31277], [1.71105, -1.55092, 4.20037], [1.85583, -2.38566, 2.67977], [0.23777, -1.87997, 3.29656], [3.42057, 2.57001, 0.37318], [2.96053, 1.25595, -0.68616], [4.36776, 1.17662, 0.42658], [7.72939, -1.89724, -0.26946], [6.30566, -1.87057, -0.57566], [5.91955, -1.22689, -1.64425], [6.61446, -0.71300, -2.49130], [4.58901, -1.26312, -1.70431], [3.92587, -0.57830, -2.73479], [8.29474, -1.47049, -1.09188], [7.91036, -2.91264, 0.05385], [7.80782, -1.18654, 0.55429], [2.90159, -0.37440, -2.43882], [3.91044, -1.15808, -3.66428], [4.45626, 0.32290, -3.05512], [-2.12379, 1.42130, -3.44459], [-2.24087, 1.70083, -4.83703], [-3.06875, 1.08740, -3.01417], [-1.31486, 0.72818, -3.20119], [-1.88360, 2.31056, -2.84975], [-1.95389, 2.61054, -4.95351], [-5.54329, 0.10010, -1.07016], [-6.01563, 0.96843, -0.02781], [-5.72374, 0.54452, -2.04452], [-4.48321, -0.08909, -0.89694], [-6.07895, -0.85225, -1.04048], [-5.81969, 0.48518, 0.78100], [1.38294, 1.36317, -4.50090], [0.58711, 0.53201, -5.32539], [1.10679, 2.41501, -4.65080], [1.08615, 1.13882, -3.46824], [2.46033, 1.28633, -4.61089], [-0.30470, 0.88660, -5.37831], [-3.00646, -2.24976, -3.77968], [-3.14994, -2.35819, -2.37162], [-3.96039, -1.93041, -4.22339], [-2.32089, -1.46155, -4.07446], [-2.84179, -3.20182, -4.28587], [-3.52726, -3.21428, -2.15799], [2.02776, 4.51955, 2.06230], [2.58556, 5.36781, 1.03059], [2.77611, 3.90090, 2.54601], [1.42985, 5.16993, 2.69804], [1.36474, 3.86723, 1.48736], [2.09280, 5.25477, 0.21856], [-3.42058, 0.47659, 4.42114], [-2.84975, -0.50425, 3.53427], [-3.60291, 1.44512, 3.96804], [-4.37106, 0.03684, 4.74585], [-2.78477, 0.57222, 5.30608], [-2.68525, -1.28265, 4.07120]], "atomic_forces_ev_per_a": [[-0.4, 0.4, 0.3], [0.8, 0.1, 0.2], [-0.1, -0.2, -0.2], [0.0, 0.2, -0.1], [0.0, -0.2, -0.1], [0.1, -0.1, 0.1], [-0.3, -0.2, -0.1], [-1.1, 0.7, 0.4], [0.1, -0.6, -0.2], [-0.3, 0.1, 0.4], [0.3, 0.2, -0.4], [0.3, 0.0, -0.2], [0.3, 0.0, 0.2], [0.4, -0.5, -0.2], [-0.5, 0.2, 0.4], [0.4, -0.3, -0.2], [0.1, 0.0, -0.1], [-0.1, 0.2, 0.2], [0.0, 0.3, 0.2], [-0.6, -1.2, -1.2], [0.0, 0.0, -0.1], [0.1, 0.1, 0.0], [0.1, 0.0, -0.2], [0.1, -0.2, 0.4], [0.5, 0.6, 0.6], [-0.1, 0.6, 0.0], [0.3, -0.8, 0.2], [-0.7, 0.2, 0.1], [1.8, 0.1, 0.1], [-0.5, -0.1, -0.1], [-0.8, 0.2, 0.3], [0.9, 0.9, -0.8], [0.0, 0.4, -0.1], [-0.2, 0.0, -0.2], [-0.1, 0.1, -0.2], [-0.5, 0.0, 0.2], [0.0, -0.3, 0.1], [-0.3, -0.8, 0.3], [-1.3, 1.1, 0.3], [0.4, -0.5, 0.6], [-0.3, 0.4, -1.5], [0.2, 0.1, 0.3], [-0.2, -0.4, 1.0], [0.3, 0.3, -1.5], [0.2, -0.6, -0.2], [0.5, 0.0, -0.2], [0.4, -0.3, 0.2], [0.1, 0.0, 0.3], [-0.1, -0.4, 0.2], [-0.1, 0.2, 0.5], [0.1, 0.5, 1.1], [0.4, 0.0, 0.2], [0.0, -0.4, -0.3], [-0.2, -0.3, -0.4], [0.0, 0.2, -0.3], [-0.1, 0.0, -0.2], [-0.1, 0.0, 0.7], [0.0, -0.4, -0.4], [0.1, 0.3, 0.1], [0.1, -0.1, -0.4], [0.0, -0.1, -0.1], [-0.1, 0.3, 0.1], [-1.6, 0.7, 1.0], [0.9, -0.5, -0.7], [0.3, 0.0, -0.1], [0.6, 0.1, 0.2], [-0.1, -0.5, -0.5], [-0.2, 0.1, 0.1], [-1.6, 0.1, -0.7], [0.5, 0.2, 0.1], [-0.1, 0.1, 0.2], [0.5, -0.3, 0.4], [0.7, 0.0, 0.2], [-0.1, 0.0, -0.1], [-0.9, 0.4, -2.2], [0.8, 0.1, 0.6], [0.2, 0.3, 0.2], [0.2, -0.3, 0.6], [-0.2, -0.5, 0.8], [-0.1, -0.1, 0.0], [-0.2, -1.5, 0.6], [0.2, 0.9, -0.3], [0.3, -0.1, -0.4], [-0.1, 0.6, 0.2], [0.0, 0.3, -0.1], [0.0, -0.2, -0.2]], "mulliken_charge": [-0.374, 1.068, -0.623, -0.497, 0.135, 0.003, 0.104, -0.720, 0.847, -0.537, -0.449, 0.250, 0.344, 0.265, -0.426, -0.371, 0.938, -0.597, -0.366, -0.644, 0.337, 0.286, 0.068, 0.250, 0.260, 0.314, -0.595, -0.245, 0.740, -0.581, -0.195, -0.479, 0.328, 0.434, -0.042, 0.213, 0.011, 0.378, -0.687, -0.293, 0.814, -0.617, -0.229, -0.704, 0.355, 0.221, 0.262, 0.003, 0.507, 0.390, -0.428, -0.554, 0.189, -0.086, 0.486, 0.347, -0.105, -0.522, 0.267, -0.214, 0.305, 0.282, -0.149, -0.549, 0.301, -0.153, 0.281, 0.349, -0.602, -0.345, 0.285, 0.146, 0.334, 0.226, 0.049, -0.542, 0.223, 0.341, -0.334, 0.308, -0.590, -0.343, 0.171, 0.282, 0.276, 0.216]}


[2]
{"formula": "C6H11NO2", "method": "ωB97M-V with the def2-TZVPD basis set", "total_energy_ev": -11983.7977, "e_lumo_ev": 0.46, "mol_weight_g_mol": 129.2, "gap_ev": 11.89, "de_lowest_kcal_mol": 57.0, "smiles": "CC(C)(C)C(O)(O)C#N", "symbols": ["C", "C", "C", "C", "C", "O", "O", "C", "N", "H", "H", "H", "H", "H", "H", "H", "H", "H", "H", "H"], "positions_angstrom": [[-0.38489, -1.45845, 1.00566], [-0.38610, -0.18277, 0.05037], [-1.53196, 0.81525, 0.29852], [-0.68446, -0.73842, -1.32759], [0.94225, 0.63521, -0.01656], [1.35233, 1.13750, 1.21972], [0.93581, 1.73406, -0.90045], [2.09540, -0.35878, -0.39080], [2.97268, -1.09143, -0.58679], [-0.13707, -1.07438, 1.96274], [0.49602, -1.99222, 0.75916], [-1.27396, -1.93346, 0.98944], [-2.57326, 0.27972, 0.07299], [-1.48457, 1.71767, -0.29904], [-1.53612, 1.24683, 1.39024], [-1.52517, -1.31771, -1.25018], [-0.80119, -0.02480, -2.11790], [0.04654, -1.28543, -1.77761], [2.22748, 1.41473, 1.29670], [1.25025, 2.47689, -0.37864]], "atomic_forces_ev_per_a": [[3.3, 4.6, -0.5], [-0.7, 0.4, -0.5], [-2.0, -0.3, 2.5], [0.5, 2.2, -0.1], [2.3, -0.8, 0.2], [-3.6, -0.8, 1.2], [-0.5, -1.0, -0.5], [0.1, -0.1, -0.5], [-1.1, 0.9, 0.2], [-0.3, 0.2, 1.4], [0.4, -1.3, -0.6], [-2.7, -1.7, -0.2], [2.2, 1.2, 0.7], [0.2, -0.2, -0.5], [-0.1, -1.1, -1.8], [-2.2, -1.4, 0.0], [-0.7, 1.1, -0.1], [2.5, -2.2, -0.5], [2.4, 0.4, -0.4], [-0.1, 0.1, 0.0]], "mulliken_charge": [-1.833, 1.447, -1.519, -2.099, 1.080, -0.608, -0.513, -0.144, -0.476, 0.407, 0.441, 0.543, 0.332, 0.381, 0.306, 0.560, 0.425, 0.522, 0.372, 0.375]}


[3]
{"formula": "C20H21N5O3Ru", "method": "ωB97M-V with the def2-TZVPD basis set", "total_energy_ev": -37206.8215, "charge": 4, "e_lumo_ev": [-12.98, -16.65], "mol_weight_g_mol": 480.5, "gap_ev": [8.54, 4.87], "de_lowest_kcal_mol": 41.2, "multiplicity": 5, "symbols": ["N", "C", "C", "H", "H", "H", "N", "C", "C", "H", "H", "H", "N", "C", "C", "H", "H", "H", "Ru", "C", "O", "C", "O", "C", "C", "C", "C", "C", "C", "H", "H", "H", "H", "H", "H", "N", "C", "O", "C", "C", "C", "N", "C", "C", "H", "H", "H", "H", "H", "H"], "positions_angstrom": [[-0.23477, -1.35477, -2.67758], [-0.90793, -1.76297, -3.53940], [-1.70025, -2.36475, -4.57809], [-1.07173, -2.57854, -5.45671], [-2.55180, -1.72512, -4.85238], [-2.09526, -3.30141, -4.16548], [-2.10958, 1.20087, 1.87939], [-2.86277, 1.70667, 2.61839], [-3.78707, 2.20317, 3.60359], [-4.71409, 2.58841, 3.19764], [-3.34664, 2.98183, 4.22015], [-4.01024, 1.36560, 4.25104], [2.91908, 0.57099, -0.57989], [3.89284, 1.15133, -0.29372], [5.13254, 1.79182, 0.05118], [5.30963, 1.59312, 1.11353], [5.06383, 2.88155, -0.08298], [5.95427, 1.37784, -0.55443], [-0.64914, 0.97977, 0.04608], [0.55292, 0.42125, 1.40943], [1.23599, 0.21662, 2.31969], [-1.36755, -0.77023, 0.09463], [-1.95178, -1.77003, 0.15940], [-1.54484, 1.55469, -1.87470], [-0.24036, 1.57412, -2.41512], [0.76965, 2.19768, -1.72387], [0.49631, 2.78275, -0.47062], [-0.84997, 3.07763, -0.11145], [-1.88598, 2.45778, -0.83773], [-2.31126, 0.93572, -2.35175], [-0.06979, 1.03989, -3.35020], [1.80148, 2.20351, -2.07260], [1.32318, 3.12156, 0.16053], [-1.05566, 3.68719, 0.74565], [-2.91238, 2.59274, -0.55340], [4.54665, -5.65575, 0.57370], [3.45614, -5.57810, -0.24724], [3.13227, -6.47420, -1.01236], [2.71815, -4.27382, -0.16415], [3.23430, -3.11935, 0.46096], [2.41906, -1.97962, 0.50518], [1.14535, -1.96553, 0.12391], [0.73419, -2.99318, -0.60983], [1.42668, -4.19678, -0.72207], [5.03927, -6.52451, 0.60111], [4.65102, -5.03129, 1.35778], [4.22597, -3.04055, 0.93080], [2.88302, -1.05292, 0.80650], [-0.15548, -2.88463, -1.20558], [0.93333, -5.03528, -1.21442]], "atomic_forces_ev_per_a": [[-1.4, -0.1, -1.4], [1.4, 0.7, 1.4], [-0.4, -0.3, -0.4], [-0.3, 0.1, 0.3], [0.3, -0.2, 0.0], [0.0, 0.1, -0.3], [-1.2, 1.2, 0.9], [1.1, -0.9, -1.0], [0.1, 0.0, 0.3], [-0.1, 0.0, -0.4], [0.3, 0.2, 0.0], [-0.2, -0.3, 0.3], [1.5, 1.5, 0.6], [-1.8, -1.2, -0.9], [0.5, 0.4, 0.3], [0.2, 0.1, -0.1], [0.1, -0.3, -0.1], [-0.3, 0.2, 0.2], [1.0, -2.0, 0.5], [4.5, -1.3, 5.5], [-2.7, 0.7, -3.5], [-3.8, -6.7, 0.1], [2.5, 4.1, -0.2], [-1.0, 0.2, -0.6], [-0.3, -0.5, -1.1], [1.2, 0.4, -0.1], [0.1, 1.2, 0.5], [0.1, 1.5, -0.8], [-0.6, 1.4, -0.9], [0.2, 0.4, 0.1], [0.2, 0.1, 0.3], [-0.3, -0.2, 0.0], [-0.4, 0.1, -0.3], [-0.1, 0.3, 0.3], [-0.3, 0.0, 0.1], [-2.1, -0.5, -1.8], [3.2, 2.4, 3.5], [-0.6, -1.2, -1.2], [-1.6, 0.7, -0.1], [-0.1, -0.4, -0.2], [0.5, -0.3, 0.6], [1.1, -0.5, -1.3], [-0.5, -0.5, 0.1], [0.8, 0.1, 0.3], [0.6, -0.7, 0.1], [-0.1, 0.0, 0.1], [-0.5, 0.0, -0.6], [-0.3, -0.1, 0.5], [-0.4, -0.1, 0.4], [0.3, 0.2, 0.0]], "mulliken_spin": [0.007, 0.002, 0.000, 0.000, 0.000, 0.000, 0.078, 0.043, 0.001, 0.003, 0.004, 0.000, 0.005, 0.001, 0.000, 0.000, 0.000, 0.000, 2.178, -0.039, 0.020, -0.027, 0.018, -0.064, 0.138, 0.142, -0.062, 0.089, 0.098, -0.003, 0.011, 0.009, -0.006, -0.002, -0.001, 0.111, 0.001, 0.864, 0.027, 0.030, 0.009, 0.272, -0.005, 0.021, -0.004, -0.002, 0.005, 0.012, 0.012, 0.004]}